# C5H4N2OS

The molecule C5H4N2OS at a distorted geometry (wB97M-V/def2-TZVPD, the OMol25 dataset).

XYZ file:
```
13
C5H4N2OS | the OMol25 dataset | wB97M-V/def2-TZVPD
S 1.24 -1.05 1.01
O -0.66 -3.94 -0.52
N 0.87 -2.60 0.69
N -2.51 -1.00 -2.43
C -0.32 1.05 -0.09
C -0.76 -1.56 -0.65
C -1.71 -1.28 -1.68
C -0.31 -2.84 -0.18
C -0.10 -0.42 0.01
H -0.08 1.52 0.83
H -1.41 1.25 -0.44
H 1.32 -3.31 1.19
H 0.27 1.26 -0.95
```

Calculated values
structure (SMILES): Cc1s[nH]c(=O)c1C#N
lowest unoccupied orbital energy (spin up / spin down): -0.375 / -0.375 eV
HOMO (spin up / spin down): -8.93 / -8.93 eV
2S+1: 1
ΔE to the lowest compared entry with this formula, charge and spin: 0.8 kcal/mol
E_tot: -775.8315 a.u.
frontier orbital gap (spin up / spin down): 0.3144 / 0.3143 hartree

---

# C24H31CdN7O4S2

A structure of composition C24H31CdN7O4S2 (wB97M-V/def2-TZVPD, the OMol25 dataset).

XYZ file:
```
69
C24H31CdN7O4S2 | the OMol25 dataset | wB97M-V/def2-TZVPD
Cd -0.88 -0.66 -1.22
S -0.20 -2.28 -3.19
S 2.70 -2.71 -0.02
O -0.82 3.06 5.27
O 1.87 -2.61 5.05
O -2.76 -1.96 -1.31
O -4.27 -2.21 -2.97
N 1.53 0.89 -0.84
N -1.78 -1.48 -5.17
N -3.15 0.58 -1.01
N -0.12 0.61 -2.96
N -0.79 0.25 -4.09
N -0.72 -1.47 0.95
N -0.75 1.23 0.68
C -0.35 -0.74 2.00
C -3.91 -0.03 -2.12
C -3.64 -1.55 -2.15
C -0.98 3.81 4.08
C 1.38 1.90 -1.70
C 0.67 1.62 -2.97
C -0.98 2.53 0.54
C 0.27 -2.71 3.21
C -0.68 -2.79 1.02
C 0.86 -3.38 4.43
C 2.19 1.10 0.29
C 0.18 -1.33 3.14
C -1.05 3.40 1.60
C -0.89 2.89 2.89
C -0.57 0.74 1.90
C 3.28 -1.98 -1.57
C -0.96 -1.07 -4.17
C -0.65 1.54 3.04
C -0.20 -3.46 2.14
C 2.58 3.38 -0.24
C 1.91 3.16 -1.43
C 1.92 -4.18 -0.71
C 0.93 2.46 -4.18
C 2.74 2.33 0.64
H 2.29 0.24 0.95
H -4.99 0.10 -2.03
H 0.58 1.93 -5.06
H -3.41 0.09 -0.16
H -1.23 4.45 1.44
H -0.21 4.58 3.98
H -1.03 -3.33 0.15
H 1.07 -3.91 -1.33
H -1.96 4.31 4.05
H 3.27 2.44 1.58
H 3.78 -1.04 -1.32
H 0.54 -0.73 3.96
H 0.39 3.41 -4.12
H 2.64 -4.75 -1.30
H 2.59 -2.48 4.42
H -0.87 3.66 6.02
H 1.21 -4.38 4.16
H -3.59 0.40 -3.06
H -0.18 -4.54 2.16
H 1.78 3.97 -2.15
H 1.58 -4.80 0.12
H 0.07 -3.50 5.18
H -2.17 -2.40 -5.04
H -3.40 1.56 -0.89
H 1.99 2.69 -4.28
H -2.40 -0.79 -5.55
H 2.43 -1.77 -2.23
H 3.98 -2.65 -2.05
H -0.55 1.12 4.03
H -1.10 2.88 -0.48
H 2.98 4.36 -0.01
```

Calculated values
lowest unoccupied orbital energy: -0.414 eV
HOMO: -7.38 eV
2S+1: 1
E_tot: -2581.5681 a.u.
frontier orbital gap: 0.2560 hartree

---

# C3H11N3

The molecule C3H11N3 at a distorted geometry (wB97M-V/def2-TZVPD, the OMol25 dataset).

XYZ file:
```
17
C3H11N3 | the OMol25 dataset | wB97M-V/def2-TZVPD
N -1.44 0.50 -0.17
N 0.67 -0.60 -0.46
N 0.50 1.80 -0.13
C 2.00 -0.78 0.10
C -2.13 -0.71 0.08
C -0.06 0.47 0.16
H -1.96 -1.03 1.11
H 2.49 -1.67 -0.33
H 2.68 0.05 -0.10
H 1.87 -0.94 1.17
H 1.50 1.85 0.11
H -1.83 -1.53 -0.60
H -0.11 2.48 0.32
H -0.03 0.31 1.27
H 0.67 -0.47 -1.47
H -3.23 -0.64 0.01
H -1.58 0.90 -1.09
```

Calculated values
structure (SMILES): CNC(N)NC
lowest unoccupied orbital energy: 1.164 eV
HOMO: -8.84 eV
2S+1: 1
ΔE to the lowest compared entry with this formula, charge and spin: 19.1 kcal/mol
E_tot: -285.1474 a.u.
frontier orbital gap: 0.3677 hartree

---

# C3H4N2O3

A structure of composition C3H4N2O3 at a distorted geometry (wB97M-V/def2-TZVPD, the OMol25 dataset).

XYZ file:
```
12
C3H4N2O3 | the OMol25 dataset | wB97M-V/def2-TZVPD
O 0.12 -0.97 -0.17
O -0.85 2.29 -0.04
O -1.95 0.16 -0.20
N 2.54 -0.02 -0.04
N 0.26 0.35 -0.30
C -0.83 1.05 -0.11
C -1.33 -1.16 0.06
C 1.50 0.79 -0.10
H 1.54 1.93 0.43
H 2.13 -1.04 -0.34
H -1.24 -1.34 1.38
H -1.90 -2.03 -0.56
```

Calculated values
lowest unoccupied orbital energy: 0.347 eV
HOMO: -9.75 eV
2S+1: 1
ΔE to the lowest compared entry with this formula, charge and spin: 118.6 kcal/mol
E_tot: -451.7908 a.u.
frontier orbital gap: 0.3711 hartree

---

# C3H3NO2

The molecule C3H3NO2 at a distorted geometry (wB97M-V/def2-TZVPD, the OMol25 dataset).

XYZ file:
```
9
C3H3NO2 | the OMol25 dataset | wB97M-V/def2-TZVPD
O 0.28 1.31 -0.53
O 1.90 1.07 1.15
N -0.61 0.37 -0.97
C 0.29 -0.69 0.74
C -0.71 -0.70 -0.26
C 1.00 0.57 0.52
H -1.15 0.78 -1.69
H -1.53 -1.32 -0.46
H 0.53 -1.40 1.50
```

Calculated values
structure (SMILES): O=c1cc[nH]o1
lowest unoccupied orbital energy: 0.579 eV
HOMO: -8.69 eV
2S+1: 1
ΔE to the lowest compared entry with this formula, charge and spin: 60.5 kcal/mol
E_tot: -321.2812 a.u.
frontier orbital gap: 0.3407 hartree

---

# C9H30ClO15P2

A cluster of 6 separate species, C9H30ClO15P2 in total at a distorted geometry (wB97M-V/def2-TZVPD, the OMol25 dataset).

XYZ file:
```
57
C9H30ClO15P2 | the OMol25 dataset | wB97M-V/def2-TZVPD
Cl 1.07 0.31 -0.15
P -1.94 -1.23 5.52
P 0.94 -1.38 -5.76
O 1.91 -2.06 -4.71
O -2.11 -1.00 3.98
O -2.90 -2.17 6.07
O 0.91 1.42 0.77
O 0.64 -2.57 -6.75
O -0.45 -1.27 -5.02
O 1.20 0.88 -1.48
O -0.11 -0.51 -0.06
O -0.42 -1.60 5.76
O 1.45 -0.15 -6.37
O 2.22 -0.51 0.12
O 2.35 -2.04 2.61
O -1.93 0.21 6.17
O -1.12 2.59 -2.35
O -1.15 3.39 2.40
C -1.41 0.01 3.24
C -2.07 3.59 1.33
C 0.09 -2.77 5.14
C -0.65 -0.10 -4.21
C -3.20 0.82 6.43
C -1.09 3.76 -3.16
C 2.82 -1.30 -3.90
C 3.59 -1.47 2.98
C 1.08 -2.47 -8.10
H -1.65 -0.10 -3.81
H -3.91 0.61 5.63
H -1.89 3.69 -3.88
H 0.46 -1.78 -8.66
H -2.97 3.02 1.54
H 0.04 -0.10 -3.35
H -3.01 1.88 6.57
H 2.11 -2.12 -8.17
H -0.69 -0.44 2.56
H -0.32 2.52 -1.81
H -3.65 0.40 7.33
H 3.20 -1.98 -3.15
H 1.98 -1.51 1.90
H 4.14 -1.08 2.11
H -2.25 4.65 1.18
H 2.32 -0.46 -3.42
H 0.22 -3.57 5.87
H 1.03 -2.60 4.61
H 4.20 -2.25 3.44
H -1.17 4.66 -2.54
H 3.46 -0.65 3.69
H -0.39 0.81 -4.75
H -0.27 3.30 2.02
H 1.00 -3.46 -8.54
H 3.62 -0.89 -4.51
H -0.60 -3.18 4.40
H -2.07 0.63 2.65
H -0.80 0.59 3.94
H -0.15 3.83 -3.71
H -1.69 3.18 0.38
```

Calculated values
lowest unoccupied orbital energy: 2.746 eV
HOMO: -7.26 eV
2S+1: 1
net charge: -1
ΔE to the lowest compared entry with this formula, charge and spin: 0.0 kcal/mol
E_tot: -2632.3985 a.u.
frontier orbital gap: 0.3677 hartree

---

# C6H15NO

The ion C6H15NO with charge +1 at a distorted geometry (wB97M-V/def2-TZVPD, the OMol25 dataset).

XYZ file:
```
23
C6H15NO | the OMol25 dataset | wB97M-V/def2-TZVPD
O 2.38 -2.17 -1.91
N -1.75 2.01 1.03
C 0.22 0.14 -0.51
C 0.66 -1.35 -0.47
C 0.37 0.76 0.93
C -3.00 1.47 0.28
C 2.10 -1.42 -0.74
C -1.03 0.74 1.57
H -2.90 0.69 -0.45
H 3.07 -2.88 -1.89
H 0.79 0.65 -1.27
H -1.75 -0.11 1.78
H -0.82 0.16 -0.80
H -1.14 2.66 0.38
H 1.10 0.14 1.54
H 0.87 1.78 0.83
H -3.65 1.10 1.04
H -0.80 0.88 2.68
H 2.64 -0.42 -0.93
H 0.40 -1.82 0.40
H 0.06 -1.97 -1.23
H -3.33 2.34 -0.26
H 2.72 -1.93 -0.07
```

Calculated values
lowest unoccupied orbital energy (spin up / spin down): -3.128 / -8.181 eV
HOMO (spin up / spin down): -12.90 / -12.90 eV
expectation value of S²: 0.76
2S+1: 2
net charge: +1
ΔE to the lowest compared entry with this formula, charge and spin: 85.4 kcal/mol
E_tot: -367.1822 a.u.
frontier orbital gap (spin up / spin down): 0.3590 / 0.1733 hartree

---

# C5H14

A cluster of 2 separate species, C5H14 in total at a distorted geometry (wB97M-V/def2-TZVPD, the OMol25 dataset).

XYZ file:
```
19
C5H14 | the OMol25 dataset | wB97M-V/def2-TZVPD
C 1.83 -1.01 -1.41
C -1.56 0.59 1.56
C -0.26 -0.25 1.42
C 0.72 -1.40 -2.41
C -1.29 2.06 1.29
H 0.30 -0.34 2.36
H -0.79 2.28 0.34
H -2.11 2.79 1.21
H 2.82 -1.36 -1.67
H 2.02 0.06 -1.61
H 0.83 -2.39 -2.85
H -0.23 -1.23 -1.93
H -1.92 0.52 2.58
H -2.28 0.14 0.87
H -0.60 2.32 2.10
H -0.41 -1.15 0.83
H 0.53 0.31 0.91
H 0.80 -0.67 -3.21
H 1.59 -1.31 -0.39
```

Calculated values
structure (SMILES): CCC.CC
lowest unoccupied orbital energy: 1.124 eV
HOMO: -11.37 eV
2S+1: 1
ΔE to the lowest compared entry with this formula, charge and spin: 17.6 kcal/mol
E_tot: -198.8612 a.u.
frontier orbital gap: 0.4593 hartree

---

# C37H29IrN4O8S2

A structure of composition C37H29IrN4O8S2 (wB97M-V/def2-TZVPD, the OMol25 dataset).

XYZ file:
```
81
C37H29IrN4O8S2 | the OMol25 dataset | wB97M-V/def2-TZVPD
Ir -0.42 -0.30 0.22
S 5.22 -3.79 -0.14
S -0.24 1.98 0.12
O -0.48 2.53 1.46
O 5.51 -3.11 -1.39
O 5.72 -3.10 1.05
O 2.62 -0.84 -2.34
O 5.45 -5.22 -0.15
O 0.35 0.68 4.15
O 0.56 -0.59 -1.52
O -0.82 -0.06 2.25
N -0.52 -2.43 0.48
N -3.33 -0.49 0.65
N 1.43 -0.37 0.89
N -2.45 -0.32 -0.22
C -2.26 -0.69 -2.61
C -2.22 3.71 -0.50
C 2.93 0.02 2.66
C -3.16 3.98 -2.69
C -1.90 -1.19 4.09
C 1.91 2.18 -1.65
C -4.22 0.45 -1.74
C 3.19 2.59 -1.95
C -2.79 -0.59 -3.89
C 3.96 -0.22 1.78
C 2.10 3.23 0.54
C 2.92 -3.45 1.30
C 1.38 2.50 -0.40
C 3.39 3.64 0.21
C 2.63 -3.63 -1.09
C 3.72 -0.51 0.42
C 0.42 0.13 2.94
C 3.93 3.32 -1.02
C -4.72 0.55 -3.02
C 0.79 -3.05 0.30
C -1.93 -0.69 2.81
C 2.41 -0.54 0.01
C -3.05 -1.76 4.63
C 1.57 -3.17 1.43
C -4.22 -1.82 3.90
C -3.11 4.33 -1.36
C 3.45 -3.63 0.03
C -1.42 2.36 -2.35
C -4.01 0.02 -4.10
C 1.28 -3.34 -0.96
C -3.09 -0.78 2.01
C -2.31 2.99 -3.19
C -4.23 -1.33 2.61
C 1.60 -0.08 2.20
C 1.90 -0.69 -1.40
C -1.38 2.73 -1.01
C -2.99 -0.17 -1.55
H 4.52 -0.69 -0.29
H 1.36 1.59 -2.36
H 4.98 -0.18 2.14
H -5.12 -1.38 2.00
H -0.12 1.54 4.10
H -0.78 1.58 -2.73
H 1.15 -2.95 2.41
H -3.77 5.11 -0.98
H -1.25 -2.83 -0.10
H 3.58 -3.48 2.16
H -2.36 2.71 -4.24
H -2.23 -1.01 -4.72
H 1.66 3.47 1.49
H 3.63 2.33 -2.91
H -3.01 -2.15 5.64
H -2.16 3.98 0.55
H 4.94 3.63 -1.27
H -5.67 1.04 -3.19
H 3.08 -3.77 -2.07
H -0.79 -2.62 1.45
H 0.65 -3.24 -1.84
H -5.12 -2.25 4.32
H -1.00 -1.12 4.68
H 3.13 0.25 3.70
H -3.86 4.47 -3.36
H -4.76 0.86 -0.89
H 3.97 4.21 0.93
H -1.30 -1.15 -2.44
H -4.41 0.10 -5.10
```

Calculated values
lowest unoccupied orbital energy (spin up / spin down): -4.891 / -5.209 eV
HOMO (spin up / spin down): -9.81 / -9.81 eV
expectation value of S²: 0.78
2S+1: 2
net charge: +1
ΔE to the lowest compared entry with this formula, charge and spin: 41.9 kcal/mol
E_tot: -3148.7146 a.u.
frontier orbital gap (spin up / spin down): 0.1806 / 0.1689 hartree

---

# C35H57N7P

A cluster of 5 separate species, C35H57N7P in total at a distorted geometry (wB97M-V/def2-TZVPD, the OMol25 dataset).

XYZ file:
```
100
C35H57N7P | the OMol25 dataset | wB97M-V/def2-TZVPD
P -0.90 3.68 2.31
N -2.73 3.24 -6.35
N 0.72 -7.15 2.65
N 3.52 2.86 -3.51
N 0.74 -2.39 1.44
N 0.43 -0.23 -0.22
N 3.57 -6.83 8.28
N -0.11 -0.22 0.98
C -2.47 1.45 -3.11
C -4.24 4.09 -9.77
C -3.75 3.20 -6.88
C 0.22 2.30 -0.01
C -5.60 1.61 -3.82
C 1.26 1.17 -2.07
C 2.54 -3.51 7.99
C 5.03 4.24 -1.88
C -3.22 3.98 0.60
C -1.67 -1.84 2.03
C 4.46 -7.78 3.22
C 0.55 -3.66 1.89
C -0.75 -4.07 2.40
C -1.88 4.71 1.06
C 2.77 -4.49 9.14
C -2.15 3.24 3.65
C -4.82 0.35 -3.24
C 6.40 3.59 -1.67
C 0.58 1.05 -0.65
C 3.21 -5.80 8.66
C 3.81 -3.15 7.24
C -3.63 0.76 -2.26
C 4.00 -6.37 3.59
C -0.48 0.80 1.76
C -4.93 2.93 -9.05
C -0.33 -1.59 1.53
C 2.62 -6.34 4.26
C -0.37 2.20 1.33
C -1.12 0.62 -3.12
C 1.56 -6.79 3.36
C 4.19 3.47 -2.79
C -1.92 -3.21 2.53
C 6.32 2.24 -0.97
C -5.06 3.16 -7.54
C 0.11 1.61 -3.06
H 4.52 4.36 -0.92
H 2.11 -2.59 8.41
H -3.10 3.81 3.45
H 5.17 5.24 -2.29
H 0.57 1.67 -4.08
H -1.78 3.63 4.64
H -5.46 1.61 -4.93
H 1.83 -4.62 9.69
H -2.46 -1.06 2.02
H -3.76 4.70 -0.09
H -3.02 3.05 0.02
H 7.02 4.26 -1.06
H 1.40 -4.37 1.82
H 1.71 0.19 -2.39
H -4.38 2.01 -9.25
H 7.33 1.84 -0.81
H 5.83 2.32 0.00
H 5.78 1.51 -1.58
H -1.15 -0.13 -2.29
H -0.23 2.66 -2.82
H 6.91 3.47 -2.63
H -3.92 3.77 1.45
H -4.34 -0.24 -4.06
H 4.56 -2.73 7.91
H -5.93 2.81 -9.47
H 4.49 -8.43 4.10
H -5.30 2.58 -3.37
H -0.89 0.59 2.77
H 4.73 -5.94 4.28
H -2.89 -3.54 2.95
H -2.35 2.15 3.65
H -5.64 2.34 -7.11
H 1.80 -3.91 7.29
H 2.09 1.94 -1.99
H 3.79 -8.24 2.49
H -6.69 1.46 -3.60
H -2.35 2.50 -2.75
H 2.41 -5.32 4.58
H -5.60 4.08 -7.34
H -4.77 5.03 -9.60
H -2.86 1.52 -4.17
H 5.46 -7.75 2.79
H 4.00 -5.75 2.69
H 3.50 -4.09 9.84
H -4.21 3.90 -10.84
H -4.02 1.52 -1.53
H -5.55 -0.32 -2.70
H -2.08 5.75 1.43
H -1.05 0.05 -4.08
H -1.26 4.78 0.12
H -3.20 4.21 -9.43
H 4.24 -4.03 6.75
H -0.85 -5.13 2.73
H 0.39 3.26 -0.54
H -3.26 -0.15 -1.70
H 3.60 -2.41 6.46
H 2.63 -6.96 5.16
```

Calculated values
lowest unoccupied orbital energy: -4.013 eV
HOMO: -11.40 eV
2S+1: 1
net charge: +1
E_tot: -2092.1140 a.u.
frontier orbital gap: 0.2714 hartree

---

# C4H9NO

The molecule C4H9NO at a distorted geometry (wB97M-V/def2-TZVPD, the OMol25 dataset).

XYZ file:
```
15
C4H9NO | the OMol25 dataset | wB97M-V/def2-TZVPD
O -0.38 0.45 -1.72
N 0.93 0.09 1.18
C -0.43 0.12 0.68
C 1.41 0.59 -0.11
C -1.01 -1.25 0.28
C 0.01 0.99 -0.51
H -2.07 -1.15 0.08
H -0.82 -2.02 1.06
H 1.11 -0.90 1.37
H -1.23 0.81 -1.92
H 2.23 1.29 0.05
H 1.85 -0.16 -0.80
H -1.11 0.74 1.26
H -0.13 2.02 -0.34
H -0.38 -1.63 -0.56
```

Calculated values
structure (SMILES): C[C@H]1NC[C@H]1O
lowest unoccupied orbital energy: 0.848 eV
HOMO: -8.95 eV
2S+1: 1
ΔE to the lowest compared entry with this formula, charge and spin: 56.5 kcal/mol
E_tot: -287.7425 a.u.
frontier orbital gap: 0.3601 hartree

---

# C2H6N2O2

A cluster of 2 separate species, C2H6N2O2 in total at a distorted geometry (wB97M-V/def2-TZVPD, the OMol25 dataset).

XYZ file:
```
12
C2H6N2O2 | the OMol25 dataset | wB97M-V/def2-TZVPD
O 2.10 1.80 0.93
O -0.18 1.93 0.65
N -0.85 -1.25 0.56
N -0.67 -0.65 -1.82
C 1.00 1.71 1.36
C -0.26 -1.32 -0.66
H -0.50 0.96 0.57
H 0.00 -0.33 -2.45
H -0.35 -1.95 1.18
H 0.67 1.27 2.39
H 0.64 -2.05 -0.79
H -1.61 -0.12 -1.90
```

Calculated values
lowest unoccupied orbital energy (spin up / spin down): -5.663 / -9.977 eV
HOMO (spin up / spin down): -14.34 / -14.34 eV
expectation value of S²: 0.79
2S+1: 2
net charge: +1
ΔE to the lowest compared entry with this formula, charge and spin: 60.4 kcal/mol
E_tot: -339.3941 a.u.
frontier orbital gap (spin up / spin down): 0.3189 / 0.1602 hartree